DFT (ωB97M-V/def2-TZVPD) results for a molecular structure, C15H17FeIN2 at a distorted geometry.

XYZ file:
```
36
Properties=species:S:1:pos:R:3:forces:R:3:mulliken_charge:R:1
C 0.18134 -1.23558 -4.86991 -0.3 -0.4 0.1 0.007
C 0.08760 0.28256 -4.96669 0.3 -0.1 -0.6 -0.792
H 1.21732 -1.58290 -4.87170 0.0 0.1 0.1 0.282
H -0.31777 -1.70637 -5.72435 0.1 0.1 0.0 0.308
H -0.30576 -1.64848 -3.97132 0.4 0.5 -0.8 -0.525
H 0.40849 0.78489 -4.04947 0.0 -0.1 -0.4 0.061
H 0.73420 0.60811 -5.79103 -0.1 0.2 0.2 0.358
H -0.93514 0.58406 -5.22614 0.2 0.1 0.2 0.269
Fe -0.40065 -0.47498 -0.92899 0.3 1.5 2.4 0.188
C -1.23581 0.84473 -2.16476 -0.7 0.6 -0.7 -0.977
H -0.49938 1.63089 -2.39137 0.0 -0.4 0.1 0.323
H -2.11056 1.35284 -1.71525 0.4 -0.6 0.2 0.438
H -1.55659 0.37360 -3.10151 0.2 0.0 0.5 0.454
I -1.21424 -2.58850 -1.87596 -0.7 -0.5 -0.1 -0.454
C 0.78852 -3.34974 2.23883 0.2 -0.1 -0.4 -0.786
C 0.56754 -2.74842 1.00033 -0.2 0.4 0.3 0.123
N 0.34702 -1.42677 0.85992 0.2 -1.1 -1.0 -0.283
C 0.40385 -0.63374 1.96359 -0.3 1.5 0.2 -0.116
C 0.64940 -1.16591 3.25918 0.1 -0.5 0.0 1.182
C 0.84083 -2.55639 3.37661 -0.1 1.1 0.2 -0.502
C 0.63955 -0.24530 4.36149 -0.2 0.9 0.1 -0.841
C 0.40365 1.10171 4.18134 0.2 -1.1 0.4 -0.929
C 0.14269 1.65246 2.88061 -0.2 0.2 -0.8 1.387
C -0.15618 3.00423 2.63403 0.3 -0.7 1.4 -0.731
C -0.42984 3.41292 1.33962 -0.1 -0.4 -2.0 -0.750
C -0.40848 2.48020 0.29546 -0.2 1.4 0.9 -0.154
N -0.16181 1.16935 0.50140 -0.3 -0.9 -1.9 -0.390
C 0.13751 0.76180 1.76939 0.4 -1.5 1.3 0.007
H 0.92243 -4.42912 2.27657 0.0 0.3 0.1 0.365
H 0.52221 -3.36497 0.09826 0.0 0.4 0.4 0.254
H 1.01594 -2.97241 4.36617 0.0 0.0 -0.2 0.398
H 0.79769 -0.65880 5.35995 0.0 0.2 -0.2 0.339
H 0.37212 1.78532 5.03666 0.1 -0.3 -0.3 0.339
H -0.16872 3.69914 3.47055 0.0 -0.1 -0.2 0.385
H -0.66894 4.44636 1.10083 0.1 -0.2 0.1 0.375
H -0.61004 2.81319 -0.72238 0.0 -0.2 0.3 0.389
```
Forces are in eV/Å.

Its expectation value of S² is 6.239. For the gap between HOMO and LUMO (spin up / spin down), the calculation gives 3.384 / 7.856 eV. The LUMO energy (spin up / spin down) comes out at -1.669 / -0.602 eV. As for the spin multiplicity: 5.